# 1
C6H8Br2N2O2Si | ωB97M-V with the def2-TZVPD basis set

HOMO level: -9.13 eV
DFT total energy: -161386.0331 eV
SMILES: Br[SiH](Br)c1ccccn1.C[N+](=O)[O-]
HOMO-LUMO gap: 8.986 eV
charge: 0

Each line ends with the Löwdin charge.
Geometry (Å):
Br1 -3.975497 -0.285424 -2.284361  0.255
Si1 -2.773190 -1.140187 -0.554545  -0.125
Br2 -3.557577 -3.143817 0.225589  0.248
C1 -0.875014 -1.235422 -0.902484  -0.412
C2 -0.108754 -0.014452 -1.442974  -0.085
C3 1.424531 0.055223 -1.724112  -0.026
C4 2.132104 -1.309540 -1.371824  -0.040
C5 1.206359 -2.431280 -0.867675  -0.142
N1 -0.188221 -2.450331 -0.624790  -0.002
H1 -2.918873 -0.195839 0.576601  -0.056
H2 -0.723287 0.933902 -1.658821  0.093
H3 1.975557 0.975293 -2.094404  0.090
H4 3.258826 -1.452191 -1.488365  0.087
H5 1.751575 -3.418901 -0.621727  0.103
C6 0.868489 2.321000 2.618097  0.044
N2 -0.013823 1.955446 1.479528  -0.431
O1 -0.420764 2.862579 0.770554  0.062
O2 -0.266684 0.771617 1.337200  0.039
H6 1.006839 3.400636 2.622155  0.095
H7 0.377563 1.991366 3.532965  0.102
H8 1.819839 1.810321 2.473393  0.102

Cartesian forces (eV/Å) of the 2 atoms listed first:
Br 0.6 -0.5 0.7
Si 0.6 -0.2 0.4

# 2
C6H8BrClO2 | ωB97M-V with the def2-TZVPD basis set

HOMO level: -9.96 eV
DFT total energy: -93009.9919 eV
SMILES: CCC(=O)[C@](Cl)(Br)C(C)=O
HOMO-LUMO gap: 9.757 eV
charge: 0
relative energy (zero: lowest compared OMol25 entry of this formula, charge and spin): 0.0 kJ/mol

Each line ends with the Löwdin charge.
Geometry (Å):
C1 2.358006 -0.102600 1.538174  -0.033
C2 1.018593 0.531740 1.112234  -0.158
C3 -0.076315 -0.399679 0.744840  -0.460
O1 -0.129233 -1.598785 0.796341  0.088
C4 -1.300749 0.355522 0.143944  -0.994
Cl1 -1.794553 1.964729 0.718029  0.678
Br1 -2.866984 -0.832149 0.255901  0.827
C5 -0.900914 0.484736 -1.336827  -0.529
C6 -1.374573 -0.688711 -2.092489  -0.099
O2 -0.248422 1.394192 -1.772200  0.105
H1 2.472590 -0.447603 2.527481  0.072
H2 2.469317 -0.904400 0.946355  0.035
H3 3.141380 0.581374 1.397800  0.065
H4 1.031173 1.369233 0.421745  0.114
H5 0.505674 1.175947 1.824528  0.105
H6 -2.110577 -0.450521 -2.788527  0.084
H7 -0.632458 -0.904161 -2.881818  0.118
H8 -1.561960 -1.528867 -1.555515  -0.017

Cartesian forces (eV/Å) of the 2 atoms listed first:
C -1.9 2.6 0.5
C -0.1 0.1 1.1

# 3
C6H8BrF | ωB97M-V with the def2-TZVPD basis set

HOMO level (spin up / spin down): -5.54 / -9.24 eV
DFT total energy: -79104.4796 eV
HOMO-LUMO gap (spin up / spin down): 6.290 / 6.764 eV
charge: 0
2S+1: 3
relative energy (zero: lowest compared OMol25 entry of this formula, charge and spin): 53.6 kJ/mol

Each line ends with the Löwdin spin population.
Geometry (Å):
C1 -3.232772 0.684662 0.027891  0.827
C2 -0.906537 -0.065652 -0.810821  0.015
C3 -2.476445 -0.394049 0.005219  0.786
C4 0.286605 -0.286033 -0.360012  0.042
C5 1.440615 0.246363 -1.226674  0.005
C6 0.660629 -0.895983 0.923516  0.008
F1 -1.206863 0.437285 -1.960544  0.006
Br1 -2.673760 -2.144538 0.659037  0.207
H1 -4.202363 0.626864 0.502749  0.050
H2 -2.904091 1.458658 -0.736528  0.045
H3 1.857988 1.188910 -0.856850  0.002
H4 1.117815 0.366909 -2.160125  0.000
H5 2.143946 -0.590966 -1.304600  0.002
H6 0.888568 -1.983193 0.674098  0.002
H7 -0.065700 -0.749656 1.763819  0.001
H8 1.545371 -0.335942 1.197689  0.001

Cartesian forces (eV/Å) of the 2 atoms listed first:
C -5.1 7.4 -0.6
C -5.5 -2.2 4.1

# 4
C6H8BrN2O2 | ωB97M-V with the def2-TZVPD basis set

HOMO level: -11.19 eV
DFT total energy: -83458.5696 eV
HOMO-LUMO gap: 6.266 eV
charge: +1
relative energy (zero: lowest compared OMol25 entry of this formula, charge and spin): 21.9 kJ/mol

Each line ends with the Löwdin charge.
Geometry (Å):
C1 2.768647 1.609821 -0.284698  -0.107
C2 3.068495 0.324397 0.069283  -0.751
C3 0.804879 0.482969 0.226362  -0.055
C4 -2.644703 -0.159531 0.807425  -0.175
C5 1.774473 -1.725343 0.704395  -0.090
C6 -4.310871 0.062462 -0.920196  0.107
N1 1.920362 -0.308484 0.393307  -0.237
N2 1.379537 1.684924 -0.165795  -0.014
O1 -2.030650 -0.056958 1.753375  0.383
O2 -3.059002 -0.358304 -0.300071  0.164
Br1 4.569024 -0.742826 -0.116785  0.837
H1 3.390964 2.471229 -0.729548  0.153
H2 0.775823 -1.887643 1.067602  0.057
H3 1.871016 -2.266860 -0.319540  0.120
H4 2.544805 -2.060645 1.452297  0.089
H5 -4.020306 0.779490 -1.775283  0.163
H6 -4.845832 0.519625 -0.106571  0.109
H7 -4.837441 -0.846315 -1.211819  0.123
H8 0.880781 2.477983 -0.543735  0.127

Cartesian forces (eV/Å) of the 2 atoms listed first:
C 0.7 0.8 -0.8
C 0.7 0.8 -0.6

# 5
C6H8Cl2N2O | ωB97M-V with the def2-TZVPD basis set

HOMO level: -7.53 eV
DFT total energy: -36420.6352 eV
SMILES: NN/C=C/C=C(Cl)\C=C(/O)Cl
HOMO-LUMO gap: 8.092 eV
charge: 0
relative energy (zero: lowest compared OMol25 entry of this formula, charge and spin): 182.5 kJ/mol

Each line ends with the Löwdin charge.
Geometry (Å):
N1 1.164324 2.893511 -0.770855  0.027
N2 -0.010025 2.200001 -0.261789  -0.047
C1 0.095402 0.986364 0.298079  -0.200
C2 -0.726064 0.472061 1.173510  -0.137
C3 -0.722789 -0.831708 1.695577  -0.172
C4 -0.311730 -1.936662 1.130580  -0.625
Cl1 -0.455400 -3.489870 2.018511  0.606
C5 0.266417 -2.114902 -0.181614  -0.176
C6 -0.002863 -1.503924 -1.342360  -0.721
O1 -0.832010 -0.484245 -1.635232  -0.014
Cl2 1.153380 -1.758451 -2.670185  0.648
H1 1.951392 2.242041 -0.635072  0.077
H2 1.173539 3.052195 -1.781466  0.073
H3 -0.521769 2.838621 0.227120  0.087
H4 0.938574 0.404951 0.130408  0.118
H5 -1.366458 1.216443 1.765338  0.138
H6 -1.030266 -0.884502 2.782429  0.129
H7 1.014881 -2.808959 -0.261689  0.063
H8 -1.778536 -0.492966 -1.681290  0.126

Cartesian forces (eV/Å) of the 2 atoms listed first:
N 0.8 -1.1 0.6
N 2.2 0.2 -2.7

# 6
C6H8Cl2N3 | ωB97M-V with the def2-TZVPD basis set

HOMO level: -13.79 eV
DFT total energy: -35857.3612 eV
SMILES: [H]/N=C(\Cl)C(=C)NC(C)=[N+]=CCl
HOMO-LUMO gap: 8.540 eV
charge: +1
relative energy (zero: lowest compared OMol25 entry of this formula, charge and spin): 45.9 kJ/mol

Each line ends with the Löwdin charge.
Geometry (Å):
H1 1.806594 -3.347602 -1.613878  0.074
N1 1.343721 -2.476903 -1.646271  0.154
C1 0.518844 -2.087659 -0.794698  -0.737
Cl1 -0.308425 -3.012470 0.417319  0.729
C2 0.167896 -0.638384 -0.863470  -0.327
C3 0.912862 0.192031 -1.604079  0.085
N2 -0.933735 -0.231005 -0.120778  0.097
C4 -0.788745 0.673307 0.875330  -0.342
C5 -1.900187 0.817482 1.862952  0.065
N3 0.266614 1.327076 0.951053  0.131
C6 1.330269 1.729540 0.306824  -0.511
Cl2 1.315701 3.144424 -0.570948  0.848
H2 0.512604 1.237514 -1.966036  0.113
H3 1.764318 -0.312362 -1.949007  0.069
H4 -1.854094 -0.715429 -0.186069  0.175
H5 -2.106886 1.831264 1.855871  0.081
H6 -2.716244 0.019646 1.622099  0.143
H7 -1.557252 0.397700 2.744976  0.079
H8 2.226147 1.451830 0.678809  0.074

Cartesian forces (eV/Å) of the 2 atoms listed first:
H -0.1 -1.5 0.2
N 0.0 1.2 0.2

# 7
C6H8Cl2O2S | ωB97M-V with the def2-TZVPD basis set

HOMO level (spin up / spin down): -7.51 / -7.69 eV
DFT total energy: -46322.2787 eV
HOMO-LUMO gap (spin up / spin down): 8.071 / 7.573 eV
charge: 0
relative energy (zero: lowest compared OMol25 entry of this formula, charge and spin): 187.6 kJ/mol

Each line ends with the Löwdin charge.
Geometry (Å):
C1 -1.271033 0.611579 -1.421015  -0.195
C2 -1.702771 1.084499 -0.238186  -1.083
C3 -1.106518 -0.854012 -1.463361  -0.300
C4 -1.144129 -1.328243 -0.077376  -0.972
C5 1.467577 0.667106 1.517286  -0.276
C6 1.477901 -0.724637 0.966544  -0.159
O1 1.087753 1.650166 0.548057  -0.125
O2 2.021304 -0.797189 -0.341534  -0.044
S1 -2.010440 -0.176750 0.944869  0.914
Cl1 -2.246907 2.644202 0.099502  0.706
Cl2 -1.135174 -3.040256 0.303413  0.604
H1 -0.837489 1.241865 -2.208848  0.135
H2 -1.885966 -1.257078 -2.148017  0.139
H3 -0.123717 -1.122295 -1.847640  0.113
H4 0.585204 0.678763 2.330355  0.144
H5 2.510092 0.943617 1.818956  0.132
H6 1.663565 -1.545468 1.778585  0.144
H7 0.360202 1.225966 0.006713  0.038
H8 2.290540 0.098156 -0.568312  0.085

Cartesian forces (eV/Å) of the 2 atoms listed first:
C 0.9 1.3 0.5
C -0.7 -1.1 -1.1

# 8
C6H8Cl2Si | ωB97M-V with the def2-TZVPD basis set

HOMO level: -8.34 eV
DFT total energy: -39270.3435 eV
HOMO-LUMO gap: 8.305 eV
charge: 0
relative energy (zero: lowest compared OMol25 entry of this formula, charge and spin): 481.8 kJ/mol

Each line ends with the Löwdin charge.
Geometry (Å):
C1 0.772124 0.212698 0.131965  -0.274
C2 0.885307 0.990242 -1.074715  -0.214
C3 1.733607 -0.983330 -0.203279  -0.092
C4 1.555731 0.289756 -1.996246  -0.168
C5 2.211795 -0.869981 -1.493535  -0.093
C6 -2.529323 -0.375785 0.919461  -1.300
Si1 -1.110225 0.709162 1.568516  0.748
Cl1 -3.887689 -0.037865 2.050934  0.480
Cl2 -2.184842 -2.099194 0.860181  0.527
H1 1.450220 0.757915 0.962215  0.121
H2 0.257469 1.812401 -1.422796  0.100
H3 1.891232 -1.780603 0.407777  0.049
H4 1.573164 0.733250 -2.995642  0.102
H5 2.861456 -1.560561 -2.148893  0.130
H6 -2.885398 -0.182870 -0.024734  -0.026
H7 -1.496382 2.034220 1.365818  -0.075
H8 -1.098244 0.350545 3.092974  -0.015

Cartesian forces (eV/Å) of the 2 atoms listed first:
C 1.9 0.7 4.0
C -1.9 0.3 -1.2